{
  "formula": "C26H20Br2F3N4O2STi",
  "method": "ωB97M-V with the def2-TZVPD basis set",
  "lumo_ev": [-12.0, -12.0],
  "e_above_lowest_kcal_mol": 0.00,
  "energy_ev": -219501.832,
  "charge": 3,
  "multiplicity": 1,
  "orbital_gap_ev": [2.83, 2.82],
  "elements": ["O", "H", "Br", "C", "H", "O", "H", "C", "H", "H", "C", "C", "H", "C", "C", "S", "C", "Br", "C", "C", "C", "H", "C", "C", "Ti", "H", "H", "C", "C", "C", "H", "F", "C", "H", "H", "C", "N", "H", "N", "C", "N", "C", "H", "H", "C", "H", "F", "F", "C", "H", "C", "H", "C", "H", "H", "C", "C", "C", "N"],
  "coordinates": [[-0.4636, 0.2122, 0.9576], [-2.3812, 5.0673, 1.6905], [2.5656, 1.1146, 1.5427], [1.4324, 0.3645, -3.7810], [-0.0267, 0.0958, 1.8494], [0.0129, -2.4152, 0.8517], [5.7910, -3.5997, -1.8570], [-3.9673, -1.1301, 0.7154], [6.8261, -0.9935, 0.0412], [0.3856, -4.4168, 1.3666], [0.4977, 2.0176, -1.6743], [-1.5757, -0.6329, 0.8528], [5.5991, -4.4380, -0.3036], [-4.6580, 2.5363, 2.2739], [-5.6242, 4.6346, 2.7611], [0.6841, -1.9000, -2.3256], [-5.7704, 3.2734, 2.6504], [-5.1190, -3.5398, 0.0711], [1.7694, -0.5619, -4.8594], [-3.3093, 1.0460, 1.5024], [-2.8876, -0.2140, 0.9657], [-2.1744, -4.0088, 0.7142], [1.0591, -0.2354, -2.5365], [-2.3511, -2.9497, 0.7222], [0.9964, -0.8326, -0.4627], [-1.6259, 2.3458, 1.2142], [7.0008, -3.4199, -0.5578], [5.7343, -1.1367, 0.1608], [-4.4363, 5.3185, 2.4179], [-3.4167, 3.1926, 2.0469], [1.7580, 2.1860, -4.7915], [2.0477, 0.0662, -6.0899], [5.1095, -2.3422, -0.1891], [-6.4559, 5.2257, 3.1006], [-0.2878, -3.4020, 2.6930], [4.9547, -0.1073, 0.6812], [0.6919, 0.6683, -1.4892], [-6.7168, 2.7751, 2.8227], [-2.5691, 2.2130, 1.5687], [-3.6928, -2.4595, 0.6090], [2.9199, -1.3529, 0.2311], [0.4161, -3.4438, 1.8350], [0.1874, 2.5397, -0.7748], [1.4621, -3.2236, 2.1802], [-3.2860, 4.5846, 2.0538], [-4.4373, 6.4184, 2.4180], [2.8921, -1.3473, -4.6195], [0.7288, -1.4576, -5.1408], [-1.3368, -2.0276, 0.8099], [-4.9701, -0.7319, 0.6518], [3.5674, -0.2568, 0.7285], [0.6638, 3.6205, -3.0853], [3.7253, -2.4366, -0.1274], [3.1561, -3.2940, -0.4805], [5.3721, 0.7821, 1.0608], [5.9164, -3.5112, -0.7680], [0.7940, 2.5531, -2.9113], [1.3986, 1.7379, -3.8778], [-4.5765, 1.2293, 1.8901]],
  "forces_ev_per_a": [[1.682, -0.385, 0.985], [-0.142, 0.009, 0.284], [-0.359, -0.132, -0.259], [-0.390, -0.525, 2.628], [-0.713, 0.416, -0.739], [0.986, 1.010, -0.554], [-0.072, 0.129, 0.338], [1.468, 0.712, 0.290], [-0.790, -0.225, 0.139], [-0.090, -0.151, -0.173], [0.598, -1.400, -0.437], [-0.362, -1.567, -0.254], [-0.127, -0.217, -0.034], [0.924, 0.053, -0.631], [-0.055, 0.203, 0.049], [0.051, -1.295, 0.083], [-0.422, 0.223, 0.335], [0.218, -0.425, 0.267], [1.450, -2.619, -5.485], [-1.210, 1.277, -0.212], [-1.275, -0.112, 0.167], [0.170, -0.258, -0.129], [-0.680, 3.763, -1.533], [-0.680, 0.660, -0.048], [-1.073, -2.175, 4.665], [-0.631, -0.012, 0.304], [-0.672, 0.168, -0.106], [-0.112, 0.215, 0.128], [1.064, -0.692, -0.192], [-0.306, 0.405, -0.514], [-0.008, 0.098, -0.228], [-0.764, -0.690, 2.969], [0.472, -0.910, -0.797], [-0.257, 0.102, -0.067], [0.475, 0.034, -0.599], [-1.059, -1.004, -0.200], [0.393, 0.563, -2.228], [0.042, 0.105, 0.062], [0.275, -0.253, 0.060], [0.523, -0.320, -0.638], [0.862, 0.400, 0.224], [0.429, 0.342, 0.912], [0.002, 0.141, -0.299], [-1.078, -0.027, -0.448], [-0.871, 0.539, 0.189], [0.140, -0.668, 0.034], [-1.858, 1.367, 0.419], [1.571, 1.729, 0.965], [-0.485, -0.538, 0.002], [0.075, -0.041, 0.136], [1.019, -0.705, -0.530], [0.057, -0.262, 0.004], [-0.804, 1.388, -0.327], [0.354, -0.001, 0.073], [0.547, 0.899, 0.329], [0.307, 0.382, 0.402], [0.278, 0.285, 0.767], [-0.481, 0.216, -0.609], [1.393, -0.224, 0.060]]
}